No. 1
Formula: C2H3LiO2Sn
Source: the Open Molecules 2025 dataset
Level of theory: ωB97M-V with the def2-TZVPD basis set

Spin multiplicity = 2
Largest force on an atom = 6.89 eV/A
Expectation value of S² = 0.754
Net charge = +1
ΔE to the lowest compared entry with this formula, charge and spin = 265.5 kJ/mol

Atoms and positions in Å:
H  1.6405  0.9411  -2.6364
O  0.8585  -0.0462  -1.8292
C  0.4656  0.2445  -0.6444
C  -0.4709  -0.5037  0.0587
O  -0.7913  -0.2175  1.3160
Li  0.5601  0.8182  2.0686
Sn  -2.1488  -1.0496  2.2692
H  0.8180  1.1935  -0.1874
H  -0.9315  -1.3802  -0.4150

Force components x, y, z for each atom (eV/Å):
-3.1 -3.4 3.4
3.6 2.1 -5.5
-2.3 0.6 3.6
2.5 0.4 -4.4
3.0 2.8 -0.1
-0.1 -0.2 0.0
-3.8 -2.2 2.8
0.0 -0.4 -0.1
0.2 0.3 0.3



No. 2
Formula: C2H3LuO3
Source: the Open Molecules 2025 dataset
Level of theory: ωB97M-V with the def2-TZVPD basis set

Spin multiplicity = 2
Largest force on an atom = 4.56 eV/A
Expectation value of S² = 0.753
Net charge = +1
ΔE to the lowest compared entry with this formula, charge and spin = 0.0 kJ/mol

Atoms and positions in Å:
C  -3.2522  -0.2620  -0.4042
O  -2.4863  0.3269  0.2890
H  -4.3432  -0.0498  -0.4983
H  2.3194  -0.3398  -1.1565
O  1.2564  -1.0488  0.4831
C  2.1135  -0.0923  -0.0766
O  1.5269  1.1768  0.0251
Lu  -0.2186  0.3868  0.8665
H  3.0842  -0.0977  0.4718

Force components x, y, z for each atom (eV/Å):
-0.3 0.0 -0.1
0.2 0.0 -0.1
0.2 -0.1 0.0
-0.3 0.2 0.9
-2.6 0.8 0.8
1.8 -0.4 -0.9
-2.6 0.2 0.9
4.3 -0.8 -1.3
-0.6 0.0 -0.2



No. 3
Formula: C2H3MgO2Rb
Source: the Open Molecules 2025 dataset
Level of theory: ωB97M-V with the def2-TZVPD basis set

Spin multiplicity = 2
Largest force on an atom = 3.42 eV/A
Expectation value of S² = 0.751
Net charge = +1
ΔE to the lowest compared entry with this formula, charge and spin = 0.0 kJ/mol

Atoms and positions in Å:
H  1.8028  0.6324  -1.3661
O  1.1543  1.4458  -1.2651
C  0.1154  0.9085  -0.5990
C  0.4018  -0.1860  0.1634
O  -0.5770  -0.9903  0.6645
Mg  -0.8267  -2.8812  0.3667
Rb  -2.5884  0.3207  2.4613
H  -0.8901  1.0687  -1.0075
H  1.4079  -0.3186  0.5819

Force components x, y, z for each atom (eV/Å):
-1.6 3.0 0.1
2.7 -1.3 -1.0
0.0 -3.1 0.5
-1.5 1.5 0.4
-0.4 -0.9 0.4
0.2 0.6 0.0
0.3 0.0 -0.2
0.3 0.4 0.3
-0.1 -0.1 -0.4



No. 4
Formula: C2H3N
Source: the Open Molecules 2025 dataset
Level of theory: ωB97M-V with the def2-TZVPD basis set

Largest force on an atom = 16.88 eV/A
SMILES = CC#N
ΔE to the lowest compared entry with this formula, charge and spin = 365.7 kJ/mol

Atoms and positions in Å:
C  1.3581  -0.6259  -0.9023
C  0.2849  -0.1350  -0.1224
N  2.5245  -1.0959  -1.6929
H  -0.6672  -0.4164  -0.5792
H  0.3434  0.9558  -0.0617
H  0.3351  -0.5521  0.8862

Force components x, y, z for each atom (eV/Å):
13.3 -5.3 -9.0
-1.0 0.5 0.7
-12.2 4.9 8.2
0.0 0.0 0.1
0.0 -0.1 0.0
0.0 0.0 0.0



No. 5
Formula: C2H3N
Source: the Open Molecules 2025 dataset
Level of theory: ωB97M-V with the def2-TZVPD basis set

Largest force on an atom = 2.89 eV/A
SMILES = CC#N
ΔE to the lowest compared entry with this formula, charge and spin = 49.9 kJ/mol

Atoms and positions in Å:
C  1.1756  0.0389  0.0121
C  -0.2989  -0.2007  -0.1025
H  1.3340  1.1755  0.1102
H  1.3405  -0.5434  0.9604
H  1.7812  -0.3167  -0.7690
N  -1.3880  0.0937  0.0344

Force components x, y, z for each atom (eV/Å):
-1.5 0.6 2.1
2.5 1.4 -0.4
-0.3 -1.9 0.2
0.8 1.0 -0.8
0.5 -0.7 -1.0
-2.0 -0.4 0.0



No. 6
Formula: C2H3N
Source: the Open Molecules 2025 dataset
Level of theory: ωB97M-V with the def2-TZVPD basis set

Largest force on an atom = 4.51 eV/A
ΔE to the lowest compared entry with this formula, charge and spin = 662.7 kJ/mol

Atoms and positions in Å:
C  0.0010  -0.5477  0.0938
C  -0.0789  0.8313  0.0383
N  1.1512  -0.1176  0.0357
H  -0.7404  -2.8693  -0.2293
H  -0.1715  1.2316  -0.9573
H  -0.1614  1.4718  1.0188

Force components x, y, z for each atom (eV/Å):
1.3 -3.5 0.2
-0.3 4.2 1.5
-0.4 -1.4 0.3
0.2 0.6 0.1
-0.6 1.0 0.2
-0.2 -1.0 -2.3